a) Density functional theory data (ωB97M-V/def2-TZVPD) for one molecule with the formula C5H6N2.

Cartesian coordinates (Å):
C 1.230 1.254 -0.742
C 0.751 1.308 0.496
C -0.411 0.427 0.927
N 0.165 -0.903 0.823
C -0.246 -1.710 -0.061
C -1.490 -1.617 -0.812
N -2.524 -1.662 -1.331
H 2.118 1.800 -1.041
H 0.787 0.602 -1.496
H 1.265 1.877 1.266
H -1.295 0.584 0.287
H -0.706 0.629 1.961
H 0.355 -2.588 -0.280

Values from the calculation:
frontier orbital gap = 10.17 eV
HOMO energy = -10.17 eV
SMILES = C=CC/N=C\C#N

b) Density functional theory data (ωB97M-V/def2-TZVPD) for one molecule with the formula C5H6N2.

Cartesian coordinates (Å):
N -2.757 1.098 -1.618
C -1.751 0.563 -1.426
C -0.456 -0.061 -1.178
C 1.813 0.223 0.168
C 0.887 -0.668 0.769
C -0.290 0.200 1.229
N -0.449 -0.706 0.145
H -0.254 -0.826 -1.935
H 0.330 0.712 -1.247
H 2.782 -0.171 0.513
H 1.118 -1.539 1.383
H -0.244 1.268 1.020
H -0.730 -0.092 2.176

Values from the calculation:
frontier orbital gap = 8.49 eV
HOMO energy = -9.22 eV

Least stable structure: b)